75
Properties=species:S:1:pos:R:3:mulliken_charge:R:1 method="wB97M-V/def2-TZVPD" max_force_ev_per_a=1.8 lumo_ha="-0.1641 / -0.1737" spin_multiplicity=4 charge=+2
C 0.98754 -3.67305 -0.89823 -1.20
N 4.07954 0.32945 0.66017 -0.06
C -3.68466 -1.88715 2.45647 -0.60
H 2.42574 2.61835 -2.07073 0.41
C 2.94514 0.54275 0.54427 -0.35
S 2.44074 -2.53325 -0.79353 -0.11
C -3.52446 2.57175 0.60147 -0.85
C -0.64816 1.70265 2.89997 -1.38
H -3.51436 -2.50765 -0.41543 0.66
C 1.37184 2.87565 -1.94993 -0.83
H 1.29194 -4.53075 -1.49263 0.54
H -1.05316 2.58975 -2.65393 0.49
N -0.85666 1.88595 0.48757 1.85
C -1.45656 2.01615 1.66607 0.35
H 0.33464 4.03695 1.71157 0.32
C -0.22556 -2.93465 -1.43563 0.64
C -2.88616 -2.84705 4.50487 -0.54
H -1.07016 0.78995 3.33217 0.46
C -3.94056 -2.46945 3.68587 -0.78
C -1.57626 -2.66335 4.09047 -0.86
H 0.95484 0.96235 -2.44153 0.08
H -1.23806 0.86265 -2.33253 0.47
H -4.95826 -2.62335 4.00747 0.46
H 0.16744 4.05525 -0.60513 0.31
H 1.99664 4.59555 1.92717 0.53
C 2.63064 -2.50375 -4.88983 -0.65
H -2.58166 -1.69525 -1.68213 0.46
H 2.56214 -3.20555 -5.70643 0.44
H 3.01864 -0.82875 -6.16173 0.42
H -0.75786 -2.96555 4.72667 0.46
C -1.54556 2.06665 -0.63533 0.56
H -1.33506 -3.66535 0.28077 0.40
C 1.37794 3.71225 1.72027 -0.75
H -4.49566 -1.56945 1.81917 0.48
C 1.60484 2.67015 2.81587 -1.10
O 1.90604 -1.30305 -0.11463 -0.12
H 1.12004 0.74795 3.21457 0.41
H 2.32344 -4.00565 -3.40133 0.39
C -2.80036 2.35905 1.76337 -1.03
C -2.51726 -2.18605 -0.71053 -1.10
H -3.25856 2.45835 2.73487 0.61
H 3.20054 0.77235 -4.29033 0.46
H 1.77004 4.73765 -0.93403 0.54
C 2.54914 -2.04545 -2.54393 0.59
C -0.82516 1.79465 -1.93123 -1.69
H 0.82814 -4.00045 0.13037 0.51
C 2.97274 -0.26405 -4.09813 -0.43
C 2.48304 -2.95455 -3.58613 -0.51
C 2.88184 -1.16465 -5.14713 -0.62
O -0.58796 -0.68145 0.44997 -1.02
C 2.80794 -0.70705 -2.79653 -0.50
H -3.41556 2.56735 -1.55053 0.60
H -4.56606 2.84755 0.64407 0.48
C -1.31366 -2.08815 2.85657 -0.18
S -2.08006 -0.84145 0.49627 0.49
H 1.41394 3.12295 3.79717 0.50
H 2.64824 2.35015 2.78387 0.41
C -2.37246 -1.71485 2.04807 0.59
H 2.89684 -0.02845 -1.95993 0.45
H -0.30676 -3.06845 -2.51563 0.50
H 2.71664 3.03195 0.36767 0.46
Co 0.98154 0.81915 0.36917 1.97
H 4.99554 -0.06665 0.71707 0.20
N 0.76924 1.48065 2.60467 -0.20
N 0.61964 1.62865 -1.74933 -0.03
N 1.70484 3.10945 0.43447 -0.16
H -3.08536 -3.28175 5.47147 0.43
C 1.22024 3.80545 -0.74823 -0.97
H 1.04194 3.39555 -2.85863 0.45
C -2.88896 2.41775 -0.62103 -1.08
C -1.53456 -3.34155 -0.74363 -1.02
H -1.99046 -4.18625 -1.26463 0.50
H -0.30156 -1.92755 2.51217 0.45
H -0.06356 -1.87315 -1.24213 -0.62
H -0.78466 2.50315 3.63837 0.51

=====

61
Properties=species:S:1:pos:R:3:mulliken_charge:R:1 method="wB97M-V/def2-TZVPD" max_force_ev_per_a=4.2 lumo_ha="-0.0034 / -0.0034" spin_multiplicity=4 charge=0
H 3.47685 4.80293 -6.40922 0.35
C 2.91439 4.24042 -5.64490 -0.38
H 1.41983 -5.28113 -0.97528 0.30
H 2.66560 -4.09321 -0.48962 0.27
N 2.09142 -0.55158 2.39841 -0.30
H 4.55905 -0.87608 4.29445 0.29
C 2.09082 3.96545 -3.36003 -0.33
H 1.87162 -2.23216 0.23455 0.31
N -2.56819 0.44411 3.77997 0.23
C -4.29086 -0.98156 -0.56096 -1.32
H -3.10333 1.58868 5.47727 0.32
N 2.09233 0.23126 1.26854 -0.05
C -3.51344 1.28948 4.50078 -0.87
H -1.85687 1.38181 -3.03334 0.13
O -0.04239 -1.89671 0.84430 -0.30
H 2.31026 2.69748 -7.05405 0.35
H -3.07383 -1.47228 4.49059 0.31
C 3.33867 0.72036 1.15179 -0.25
C -2.80141 -0.75379 -0.79501 -0.01
C 2.25765 3.04653 -6.01652 -0.53
H 0.09277 -5.50590 1.82162 0.35
O -1.31756 0.08762 1.88529 -0.32
C 0.92102 -2.65491 0.57907 0.11
C -2.07416 0.80288 2.58944 0.22
H -4.89427 -0.52733 -1.35406 0.33
H 3.31427 5.62334 -4.04629 0.35
C 1.88533 -4.76547 -0.11838 -0.87
C 0.74735 1.86881 -2.82226 -0.05
H -2.18449 -1.59773 -0.46412 0.10
H 3.62949 1.38952 0.35553 0.55
N 3.74548 -1.28690 3.86951 -0.57
C -0.25245 -4.73646 1.11698 -0.92
C -2.56695 1.38949 -2.19215 -1.13
H -0.77418 -5.25708 0.30102 0.33
C 2.81251 4.68508 -4.31944 -0.46
H 2.33742 -5.52228 0.53689 0.32
H 2.00822 4.31682 -2.33219 0.49
N 4.16464 0.30590 2.12812 -0.90
H -0.93098 -4.04779 1.61850 0.21
N 3.30442 -0.43029 2.87081 1.04
H -1.41354 -1.28963 3.83214 0.15
C -2.19728 -0.81269 4.41959 -0.86
H -2.41829 2.35615 -1.67447 0.20
H -2.35748 1.80296 2.23947 0.25
H -4.49395 -2.06053 -0.54224 0.34
H 0.21088 1.03452 -3.27802 0.40
C 1.44741 2.76106 -3.74074 0.30
H -3.72041 2.18896 3.91503 0.29
N 0.89727 -3.99271 0.61752 0.20
Er 0.10228 0.48124 0.07304 0.42
H -4.45288 0.75265 4.68060 0.31
H -3.59531 1.34301 -2.59291 0.38
Cl 0.75901 -1.05778 -2.02301 -0.57
H -1.84595 -0.61869 5.44124 0.33
H 2.97331 -1.47154 4.49332 0.27
H -4.64075 -0.56889 0.39885 0.19
C 1.54780 2.32012 -5.07258 -0.46
O 0.84349 1.88435 -1.57871 -0.24
H 1.05422 1.38569 -5.34410 0.38
Cl -0.28179 2.84602 0.89069 -0.61
C -2.22408 0.30834 -1.28032 0.63